# 1
29
Properties=species:S:1:pos:R:3:mulliken_charge:R:1 method="wB97M-V/def2-TZVPD" smiles=Cc1ccccc1.CC(C)C
C 2.01846 0.72040 -2.49874 -1.22
C 0.93170 -0.24785 -2.19406 1.11
C 1.21158 -1.43164 -1.41594 -0.82
C 0.07489 -2.15828 -0.98053 -0.23
C -1.21813 -1.85208 -1.45384 -0.77
C -1.35669 -0.72567 -2.27278 -0.25
C -0.36822 0.13280 -2.50566 -0.57
H 2.76186 0.06115 -2.88320 0.38
H 2.23122 1.16077 -1.50624 0.25
H 1.73398 1.55487 -3.20725 0.33
H 2.22608 -1.75388 -1.21314 0.37
H 0.12781 -2.88500 -0.25069 0.49
H -2.02533 -2.48153 -1.31287 0.53
H -2.41079 -0.36329 -2.49577 0.23
H -0.55816 1.19910 -2.89745 0.19
C -0.07639 1.29314 3.26907 -1.86
C -0.25670 0.18584 2.22239 0.80
C -1.68791 -0.17604 1.80051 -1.16
C 0.48765 0.95678 1.03844 -0.94
H -0.63373 2.20410 3.19149 0.38
H 0.91402 1.42234 3.62864 0.49
H -0.42990 0.99092 4.25914 0.46
H 0.44003 -0.57317 2.60073 0.30
H -2.28010 0.74715 1.57619 0.27
H -1.48328 -0.73116 0.89241 0.11
H -2.25575 -0.74440 2.49155 0.42
H -0.23966 1.28890 0.27451 0.22
H 0.96782 1.91444 1.33214 0.42
H 1.15365 0.29130 0.51096 0.08


# 2
The following is a DFT calculation (ωB97M-V with the def2-TZVPD basis set) of a structure of composition C9H20B2F2NO10Tl.

XYZ file:
```
45
Properties=species:S:1:pos:R:3:mulliken_charge:R:1
Tl -2.92154 -1.05762 1.27747 0.73
B -4.07942 -0.13091 -1.43915 0.17
H -2.93254 -0.32787 -1.47766 -0.13
H -4.66123 -1.03236 -1.04502 -0.13
H -4.11050 0.77859 -0.74227 -0.07
H -4.36348 0.10643 -2.51571 -0.03
B -2.46170 -3.21322 -0.86968 0.64
H -3.21458 -2.31783 -1.01637 -0.21
H -2.77766 -3.74799 0.09067 -0.18
H -2.66974 -3.90038 -1.75677 -0.08
H -1.37743 -2.88909 -0.77433 -0.27
C 1.39864 0.74491 -1.24495 -0.72
C 0.09134 -0.02106 -1.35642 0.57
O -0.31035 -0.47598 -2.45532 -0.60
O -0.67338 -0.18045 -0.38283 -0.35
H 2.11458 0.37080 -1.97911 0.36
H 1.92641 0.76946 -0.29759 0.01
H 1.10853 1.75173 -1.54795 0.20
C 0.04661 4.25574 2.38945 -0.51
C 0.47777 3.90949 0.96349 0.26
O -0.68060 3.30621 0.49298 -0.32
C -1.44290 2.82001 1.52341 0.59
O -2.27876 1.97642 1.43363 -0.48
O -0.89803 3.24929 2.64511 -0.30
F 1.49549 3.01070 0.94080 -0.21
H -0.41749 5.23982 2.31561 0.37
H 0.90799 4.18600 3.04908 0.30
H 0.75815 4.80242 0.40669 0.30
C 2.64676 -0.54604 2.20142 -0.49
C 2.82681 0.61463 3.18296 0.39
O 1.50439 0.92753 3.54868 -0.30
C 0.62129 0.18368 2.84340 0.69
O -0.56474 0.20846 3.03108 -0.51
O 1.24445 -0.77744 2.17358 -0.28
F 3.30527 1.69090 2.52538 -0.27
H 3.07328 -1.44637 2.64859 0.31
H 3.09887 -0.43183 1.21904 0.28
H 3.47451 0.40191 4.03442 0.28
C 1.92183 -2.77513 -3.35516 -0.47
N 0.96216 -3.87823 -3.59554 0.90
O 1.50877 -4.95785 -3.86950 -0.56
O -0.21900 -3.75456 -3.45725 -0.48
H 2.78647 -3.16409 -2.82296 0.37
H 1.50252 -2.02629 -2.68612 -0.07
H 2.25218 -2.25257 -4.24929 0.28
```


# 3
The following is a DFT calculation (ωB97M-V with the def2-TZVPD basis set) of a structure of composition C20H40N3O3PS2Ti.

XYZ file:
```
70
Properties=species:S:1:pos:R:3:mulliken_charge:R:1
Ti -0.02348 0.07784 0.21964 0.55
N 2.11908 -0.85966 0.25848 -0.11
C 2.28640 -2.07585 -0.54238 -0.67
C 0.93061 -2.73864 -0.76482 -0.69
N -0.11783 -1.75974 -1.11275 -0.11
C -0.24050 -1.43970 -2.54099 -0.62
C 0.79962 -0.40341 -2.94944 -0.63
N 0.82844 0.65964 -1.93777 -0.21
H 2.88626 -0.20847 0.14439 0.29
H 2.03474 -1.07579 1.24818 0.21
H 2.95818 -2.79989 -0.07381 0.45
H 2.74133 -1.80156 -1.49325 0.26
H 0.61365 -3.21421 0.16123 0.44
H 1.01633 -3.50441 -1.54345 0.34
H -1.00154 -2.12383 -0.77088 0.24
H -1.23983 -1.03162 -2.69011 0.30
H -0.14764 -2.33590 -3.16355 0.45
H 0.56535 -0.02645 -3.94856 0.45
H 1.78540 -0.86085 -3.00828 0.29
H 0.13636 1.37112 -2.14784 -0.31
H 1.72131 1.13705 -1.90199 0.32
C 0.49560 5.88605 1.68474 -0.78
C 1.17381 4.81420 2.50954 -0.17
O 0.20800 3.85581 2.93273 -0.39
P 0.09204 2.25534 2.60235 -0.02
S 1.29622 2.05563 0.85088 -0.72
S -0.40979 -1.21284 1.89203 -0.46
O 1.03764 1.59032 3.75324 -0.14
C 2.37430 2.00473 4.01565 0.21
C 2.86153 1.27976 5.25040 -1.35
H 1.21926 6.64665 1.38518 0.39
H -0.29917 6.36440 2.25699 0.34
H 0.05809 5.44674 0.78743 -0.12
H 1.62976 5.24321 3.40597 0.31
H 1.95843 4.32518 1.92839 0.35
H 2.40009 3.08688 4.16770 0.07
H 2.99854 1.76947 3.14847 0.26
H 2.27815 1.57251 6.12298 0.31
H 3.91126 1.51275 5.43703 0.39
H 2.76026 0.20261 5.11668 0.33
C -3.60452 -0.14655 2.70781 -1.26
C -3.72418 -0.41484 1.20739 1.52
C -4.86210 -1.39443 0.91223 -1.73
C -3.87553 0.87524 0.43596 0.46
C -5.07799 1.56736 0.53003 -0.20
C -5.30294 2.73431 -0.17211 -1.51
C -4.30998 3.19866 -1.01464 -0.87
C -3.08888 2.54756 -1.14442 0.61
C -2.11568 3.11780 -2.15772 0.58
C -1.92012 2.14439 -3.32448 -1.42
C -0.81412 3.62209 -1.53028 -1.44
C -2.84395 1.39122 -0.36994 -0.32
O -1.61477 0.79969 -0.38851 0.83
H -3.42135 -1.07788 3.24694 0.40
H -4.52290 0.30318 3.09536 0.37
H -2.77254 0.52803 2.91408 0.13
H -2.79968 -0.88569 0.89308 -0.86
H -5.82286 -1.02705 1.27916 0.31
H -4.66582 -2.34905 1.40479 0.46
H -4.96265 -1.57504 -0.16038 0.37
H -5.85344 1.17406 1.17628 0.36
H -6.24090 3.26618 -0.07995 0.38
H -4.48023 4.09421 -1.60170 0.38
H -2.61100 3.99326 -2.58511 0.77
H -1.67382 1.14750 -2.97036 0.01
H -1.13867 2.48946 -4.00814 0.34
H -2.84777 2.05253 -3.89118 0.52
H -0.35656 2.89434 -0.85931 0.07
H -1.01549 4.51066 -0.92904 0.38
H -0.08933 3.90364 -2.30008 0.32
```


# 4
16
Properties=species:S:1:pos:R:3:mulliken_charge:R:1 method="wB97M-V/def2-TZVPD" smiles=CC.CC
C 2.07107 -0.43324 0.36827 -0.72
C 1.46874 -0.99323 1.65338 -0.87
H 2.35781 0.61365 0.50771 0.25
H 2.95214 -1.02198 0.12924 0.30
H 1.33765 -0.44941 -0.44647 0.20
H 2.18389 -0.95619 2.47319 0.32
H 1.22503 -2.06198 1.53662 0.25
H 0.51312 -0.53498 1.92598 0.26
C -1.83706 1.41093 -1.34032 -0.87
C -1.71260 0.03287 -0.67087 -0.45
H -2.85360 1.65125 -1.64311 0.29
H -1.44478 2.21075 -0.72121 0.29
H -1.21817 1.45306 -2.24673 0.25
H -1.27309 -0.66941 -1.37433 0.25
H -1.07541 0.06897 0.20682 -0.11
H -2.69474 -0.32107 -0.35818 0.34


# 5
The following is a DFT calculation (ωB97M-V with the def2-TZVPD basis set) of a structure of composition C5H11N.

XYZ file:
```
17
Properties=species:S:1:pos:R:3:mulliken_charge:R:1
C 0.92973 1.36194 -0.35449 -1.21
C 0.38208 -0.03437 -0.08048 0.69
C -0.61734 -0.03226 0.99853 -0.49
C -1.69363 0.06806 -0.05148 -0.77
C -0.64265 -0.65713 -0.94161 -0.68
H 1.68018 1.25765 0.47825 0.37
H 0.25896 2.34913 -0.02565 0.24
H 1.34506 1.51917 -1.31615 0.34
H 1.21517 -2.01664 0.09665 0.34
H 1.89242 -0.79159 1.14816 0.33
H -0.43344 -1.18853 1.18419 0.21
H -0.37999 0.64924 1.99602 0.26
H -2.56760 -0.37853 0.22633 0.42
H -1.90700 1.11228 -0.30891 0.23
H -0.40534 -1.73844 -0.89867 0.34
H -0.56273 -0.48995 -2.15451 0.23
N 1.50612 -0.99003 0.00383 -0.85
```


# 6
19
Properties=species:S:1:pos:R:3:mulliken_charge:R:1 method="wB97M-V/def2-TZVPD" smiles=CCC.CC
C 0.63217 1.70590 -1.54737 -1.15
C -0.20461 1.79094 -0.26811 0.13
C -1.63405 2.20162 -0.58867 -1.19
H 0.35306 0.83013 -2.13277 0.31
H 1.69949 1.61079 -1.34423 0.32
H 0.48355 2.56636 -2.20115 0.34
H -0.22434 0.81179 0.19559 0.00
H 0.28539 2.47502 0.42719 0.29
H -2.28398 2.33394 0.28409 0.33
H -1.65195 3.16451 -1.09445 0.32
H -2.07679 1.47067 -1.26547 0.31
C 0.58955 -3.10788 0.60240 -0.76
C 0.55444 -2.14164 1.81059 -0.69
H -0.26782 -3.76880 0.59845 0.26
H 0.59804 -2.54934 -0.33287 0.22
H 1.48416 -3.73191 0.61180 0.26
H 1.19474 -2.50324 2.61035 0.32
H -0.46368 -1.99649 2.14191 0.26
H 0.93263 -1.16239 1.49271 0.13


Number 1: DFT total energy -429.86248 Ha, strongest force on any atom 4.7 eV/A. Number 2: DFT total energy -1583.55952 Ha, strongest force on any atom 4.2 eV/A. Number 3: DFT total energy -3163.46233 Ha, strongest force on any atom 0.6 eV/A. Number 4: DFT total energy -159.57940 Ha, strongest force on any atom 0.9 eV/A. Number 5: DFT total energy -251.72472 Ha, strongest force on any atom 5.6 eV/A. Number 6: DFT total energy -198.88407 Ha, strongest force on any atom 1.1 eV/A.